1.
A structure of composition C4H5BaO2 at a distorted geometry. Source: the Open Molecules 2025 dataset; level of theory: ωB97M-V/def2-TZVPD.

Results
spin multiplicity: 2
max |F|: 4.994 eV/A
highest occupied orbital energy (spin up / spin down): -11.04 / -16.92 eV
relative energy (zero: lowest compared OMol25 entry of this formula, charge and spin): 75.7 kcal/mol
total charge: +2

```
12
C4H5BaO2 ωB97M-V/def2-TZVPD
H -1.40234 -0.48193 -1.10424
C -0.42718 0.20627 -0.75384
C -1.42990 1.07440 -0.53041
O -2.19372 1.62832 0.18895
Ba -4.63594 3.26978 0.34564
H 0.13841 0.30454 -1.68429
O 2.87966 -0.11418 0.51168
C 1.78861 -0.67007 0.50081
C 0.93549 -1.60994 0.83351
H 3.11294 0.39141 -0.29835
H 0.29531 -1.44219 1.70718
H 0.93865 -2.55641 0.28337
```

2.
A structure of composition C4H5BaO6 at a distorted geometry. Source: the Open Molecules 2025 dataset; level of theory: ωB97M-V/def2-TZVPD.

Results
max |F|: 6.677 eV/A
highest occupied orbital energy: -12.26 eV
relative energy (zero: lowest compared OMol25 entry of this formula, charge and spin): 13.2 kcal/mol
total charge: +1

```
16
C4H5BaO6 ωB97M-V/def2-TZVPD
O 1.67312 -0.88926 0.53143
C 1.12772 0.14900 0.05037
O 1.74218 1.25529 0.08931
O -0.01552 0.07050 -0.58309
Ba 4.26526 0.26611 1.01971
C -0.95897 -0.94298 -0.26516
C -2.42483 -1.09367 -0.07557
H -0.62323 -1.80744 -0.85400
H -0.98277 -1.06026 0.94077
H -2.90502 -1.27684 -1.04555
O -3.06002 0.28759 0.36447
C -2.89352 1.23367 -0.51213
O -2.30302 1.05933 -1.57872
O -2.91420 2.42310 0.07281
H -3.11871 3.10142 -0.58372
H -2.66942 -1.98748 0.51065
```

3.
A structure of composition C4H5BiLiO3 at a distorted geometry. Source: the Open Molecules 2025 dataset; level of theory: ωB97M-V/def2-TZVPD.

Results
max |F|: 4.837 eV/A
highest occupied orbital energy (spin up / spin down): -10.66 / -10.68 eV
relative energy (zero: lowest compared OMol25 entry of this formula, charge and spin): 18.8 kcal/mol
total charge: +1

```
14
C4H5BiLiO3 ωB97M-V/def2-TZVPD
Li -1.68544 -2.29756 -0.52443
O -1.76739 -0.60232 0.62156
C -2.75441 0.32429 1.09930
H -2.49852 0.59297 2.12985
H -2.76235 1.23712 0.49396
H -3.70720 -0.20594 1.03287
C 1.87974 -1.84160 0.16287
C 1.08895 -0.90648 -0.38237
O -0.19789 -1.12360 -0.82850
C -0.52131 -0.16462 0.41924
O -0.13530 0.89413 0.87008
Bi 2.11292 1.62639 -0.17156
H 2.69747 -1.49824 0.79818
H 1.73747 -2.90760 -0.04148
```

4.
A structure of composition C4H5Br2Cl2O3P at a distorted geometry. Source: the Open Molecules 2025 dataset; level of theory: ωB97M-V/def2-TZVPD.

Results
max |F|: 4.265 eV/A
highest occupied orbital energy (spin up / spin down): -8.31 / -8.31 eV
total charge: 0

```
17
C4H5Br2Cl2O3P ωB97M-V/def2-TZVPD
C 2.00181 -0.28096 0.72201
C 1.33519 0.82685 -0.21842
C -0.12669 -1.23382 0.30418
C -0.13175 -0.59856 -1.07375
O -3.38844 0.14896 -0.48498
O 1.29702 -1.49380 0.70645
O 0.74612 0.23453 -1.36463
P -2.29681 1.06068 -0.23128
Cl -2.67339 2.80809 -1.21750
Cl -2.32789 1.58738 1.73998
Br -0.92724 -3.05305 0.31445
Br -0.92647 -1.52224 -2.44816
H 2.99609 -0.49012 0.28848
H 2.13549 0.10035 1.81231
H 0.72852 1.46816 0.50591
H 2.22633 1.35892 -0.51284
H -0.66788 -0.92137 1.15780
```

5.
A structure of composition C4H5Br2N at a distorted geometry. Source: the Open Molecules 2025 dataset; level of theory: ωB97M-V/def2-TZVPD.

Results
max |F|: 4.602 eV/A
highest occupied orbital energy: -9.26 eV
relative energy (zero: lowest compared OMol25 entry of this formula, charge and spin): 48.8 kcal/mol
total charge: 0

```
12
C4H5Br2N ωB97M-V/def2-TZVPD
C 0.33888 0.52043 -0.18938
C -0.80160 -0.01555 0.18928
C 1.95485 -0.50355 -0.40632
C -2.12033 0.84038 0.40011
N 1.82595 -1.58032 -0.93034
Br -0.98406 -1.89272 0.25010
Br 3.53597 0.41259 0.38305
H 0.54775 1.57887 -0.01659
H -1.66886 1.43023 1.20969
H -2.90743 0.20428 0.79081
H -2.19877 1.36002 -0.58430
H 2.47764 -2.35466 -1.09610
```

6.
A cluster of 2 separate species, C4H5BrClNS in total at a distorted geometry. Source: the Open Molecules 2025 dataset; level of theory: ωB97M-V/def2-TZVPD.

Results
max |F|: 1.464 eV/A
highest occupied orbital energy (spin up / spin down): -8.08 / -8.26 eV
relative energy (zero: lowest compared OMol25 entry of this formula, charge and spin): 64.9 kcal/mol
total charge: 0

```
13
C4H5BrClNS ωB97M-V/def2-TZVPD
C -0.40105 1.74376 0.95536
C -0.76171 -2.27626 0.63334
C 1.56281 1.48379 -1.32011
C -0.69763 0.49279 0.46016
N -0.20485 2.78185 1.42449
S 0.31740 -0.84295 0.87099
Cl 2.33145 0.02390 -1.08971
Br -2.08047 0.36682 -0.84150
H -1.48530 -2.31482 1.44702
H -0.12295 -3.15343 0.67471
H -1.26081 -2.22032 -0.32873
H 1.82094 2.30092 -0.67551
H 0.98216 1.61394 -2.21050
```

7.
An isolated molecule of C4H5BrF2O2 at a distorted geometry. Source: the Open Molecules 2025 dataset; level of theory: ωB97M-V/def2-TZVPD.

Results
max |F|: 2.563 eV/A
highest occupied orbital energy: -10.51 eV
SMILES: C[C@@](O)(C=O)C(F)(F)Br
relative energy (zero: lowest compared OMol25 entry of this formula, charge and spin): 13.0 kcal/mol
total charge: 0

```
14
C4H5BrF2O2 ωB97M-V/def2-TZVPD
C -0.97678 1.23314 -0.15542
C -0.52315 -1.19181 -0.64222
C 0.15728 0.16251 -0.14903
C 0.82107 -0.05579 1.17896
O -1.13644 2.07729 -0.98266
O 1.17576 0.59841 -1.00034
F 1.03519 1.17687 1.72112
F -0.00243 -0.64602 2.09014
Br 2.40159 -1.08037 0.99159
H -1.65392 1.11912 0.67414
H -1.56128 -1.13179 -0.41333
H -0.18197 -2.00382 0.13824
H -0.29489 -1.39853 -1.74262
H 0.73995 1.14077 -1.70857
```

8.
An isolated molecule of C4H5BrN2 at a distorted geometry. Source: the Open Molecules 2025 dataset; level of theory: ωB97M-V/def2-TZVPD.

Results
max |F|: 5.103 eV/A
highest occupied orbital energy: -9.03 eV
SMILES: C=C/N=C\C=N\Br
relative energy (zero: lowest compared OMol25 entry of this formula, charge and spin): 75.8 kcal/mol
total charge: 0

```
12
C4H5BrN2 ωB97M-V/def2-TZVPD
C -0.48042 0.61010 1.33983
C 0.44947 1.63567 0.95303
C -0.84370 -0.57747 -0.65120
C 0.25719 -0.95737 -1.27169
N -1.02619 -0.32397 0.66995
N 0.23199 2.58813 0.09009
Br 1.24796 3.96895 -0.28241
H -0.71412 0.79509 2.37900
H 1.35296 1.51469 1.41961
H -1.84224 -0.67645 -1.15277
H 1.22230 -1.04069 -0.90717
H 0.14002 -1.10315 -2.28378
```

9.
A structure of composition C4H5CaO2 at a distorted geometry. Source: the Open Molecules 2025 dataset; level of theory: ωB97M-V/def2-TZVPD.

Results
max |F|: 3.902 eV/A
highest occupied orbital energy: -10.64 eV
relative energy (zero: lowest compared OMol25 entry of this formula, charge and spin): 30.3 kcal/mol
total charge: +1

```
12
C4H5CaO2 ωB97M-V/def2-TZVPD
H -0.60112 -1.64864 -0.48312
O 0.90408 1.93861 -1.58143
C 0.72933 0.76415 -0.91429
C -0.52934 0.31515 -0.61127
C -0.32972 0.16794 0.86705
C -0.12740 -1.10836 1.37036
O -0.28953 -2.13426 0.49834
Ca -0.74305 -2.07200 3.29897
H 1.62874 1.86368 -2.20875
H 1.61929 0.13673 -0.80508
H -1.37452 0.92647 -0.94364
H -0.88675 0.85054 1.51287
```

10.
A cluster of 2 separate species, C4H5Cl in total at a distorted geometry. Source: the Open Molecules 2025 dataset; level of theory: ωB97M-V/def2-TZVPD.

Results
max |F|: 3.365 eV/A
highest occupied orbital energy (spin up / spin down): -8.00 / -10.37 eV
relative energy (zero: lowest compared OMol25 entry of this formula, charge and spin): 114.0 kcal/mol
total charge: 0

```
10
C4H5Cl ωB97M-V/def2-TZVPD
C -1.03264 -2.43869 -0.05103
C -0.33176 -1.46147 0.07584
C 0.41503 0.87676 0.75602
C 0.63470 -0.49462 0.29729
Cl 2.06521 -1.24776 0.79489
H -1.66843 -3.21221 -0.17656
H -0.42902 0.87441 1.45098
H 0.31781 1.65987 -0.12129
H 1.31370 1.33995 1.27112
H 1.04854 0.33140 -2.03306
```

| no. | E (eV) |
| --- | --- |
| 1 | -8994.52414 |
| 2 | -17199.87335 |
| 3 | -16404.92524 |
| 4 | -184788.09333 |
| 5 | -145800.99751 |
| 6 | -99115.53207 |
| 7 | -83800.55493 |
| 8 | -77248.02693 |
| 9 | -26751.17430 |
| 10 | -16745.17814 |